Entry 1:
ORCA calculation (the ωB97M-V functional and the def2-TZVPD basis) on 2 unconnected molecules or ions with the total composition C5H14 in a non-equilibrium geometry.

Its SMILES is CCC.CC. The HOMO-LUMO gap is 12.14 eV. The largest force on an atom is 1.93 eV/Å. The value obtained for the LUMO energy is 1.1 eV. The HOMO energy comes out at -0.4050 Eh. Its total charge is 0.

Each line ends with the Mulliken charge.
Cartesian coordinates (Å):
C  2.34350  0.76278  0.42658  -0.7191
C  2.01383  1.95358  -0.44740  -0.7574
H  2.47244  0.95396  1.49920  0.2949
H  1.63859  -0.08468  0.38114  0.0948
H  3.24553  0.24857  0.09406  0.3035
H  2.46408  1.75032  -1.43967  0.2462
H  2.39081  2.90223  -0.08254  0.3190
H  0.96570  1.92568  -0.75458  0.2224
C  -1.65350  -1.47629  0.03743  -0.2138
C  -1.64823  -0.58107  1.25250  -1.0665
C  -1.30555  -0.77292  -1.25410  -0.9963
H  -0.83452  -2.21012  0.10829  0.2096
H  -2.52955  -2.14254  0.06748  0.3789
H  -1.55104  0.48548  1.06732  0.3124
H  -0.26777  -0.39772  -1.20647  0.0934
H  -1.16619  -1.47673  -2.06800  0.3490
H  -2.04360  -0.00855  -1.50550  0.3330
H  -2.58653  -0.66434  1.83060  0.3277
H  -0.86561  -0.80363  1.96808  0.2682

=====

Entry 2:
ORCA calculation (the ωB97M-V functional and the def2-TZVPD basis) on 2 unconnected molecules or ions with the total composition C3H12NO in a non-equilibrium geometry.

The HOMO-LUMO gap (alpha / beta) is 4.04 / 12.46 eV. The largest force on an atom is 1.77 eV/Å. As for the multiplicity: 2. The value obtained for the LUMO energy (alpha / beta) is 0.8 / 0.6 eV. The HOMO energy (alpha / beta) comes out at -0.1193 / -0.4372 Eh. Its total charge is 0.

Each line ends with the Löwdin spin population.
Cartesian coordinates (Å):
C  0.00355  -0.20066  0.05459  0.1217
C  1.48328  -0.57281  0.15355  0.0664
C  1.81501  -1.55913  -0.96671  0.0073
N  -0.36925  0.72497  1.25013  0.2140
H  -0.24242  0.33871  -0.85405  0.0251
H  -0.66525  -1.03335  0.25578  0.0367
H  1.65061  -0.89996  1.18528  0.0368
H  2.06077  0.34751  0.08560  0.0291
H  2.32160  -2.45930  -0.62784  0.0011
H  0.95876  -1.85789  -1.57966  0.0007
H  2.43054  -1.06285  -1.71526  0.0012
H  0.11832  0.32170  2.08212  0.1382
H  -0.02893  1.69194  1.05757  0.1440
H  -1.38659  0.74570  1.43727  0.0936
H  -4.02657  1.86090  -0.14536  0.0087
H  -3.02433  1.89070  -1.29816  0.0098
O  -3.09911  1.72383  -0.37485  0.0656

=====

Entry 3:
ORCA calculation (the ωB97M-V functional and the def2-TZVPD basis) on a molecular structure, C42H63ClCsIN8O4SSe in a non-equilibrium geometry.

The HOMO-LUMO gap is 5.66 eV. The largest force on an atom is 1.94 eV/Å. The value obtained for the LUMO energy is 3.4 eV. The HOMO energy comes out at -0.0848 Eh. Its total charge is -2.

Each line ends with the Mulliken charge.
Cartesian coordinates (Å):
Cs  3.26525  -1.42530  -0.08761  1.2549
C  -2.23407  2.69838  4.76663  -1.8212
C  -2.05478  3.21997  3.33490  2.1655
C  -3.40752  3.15156  2.62383  -1.9305
C  -1.59146  4.68271  3.38064  -1.6261
C  -0.99241  2.40209  2.60734  0.5260
C  -1.16358  1.92380  1.31718  0.5595
C  -0.14451  1.19822  0.70810  -0.4610
N  1.01199  0.92637  1.29910  -0.0977
C  1.19144  1.39415  2.53561  -0.3391
C  0.23236  2.12988  3.21447  -0.7601
C  2.51442  1.08339  3.14550  -0.0578
C  3.30064  2.08491  3.69844  -0.9841
C  4.58730  1.79053  4.14649  0.7872
C  4.99147  0.46739  4.04262  -0.3996
C  4.12824  -0.47006  3.49391  -0.7198
N  2.91335  -0.18336  3.04584  -0.4547
C  5.49948  2.87174  4.71986  2.1587
C  6.97525  2.49358  4.55300  -1.8287
C  5.18506  3.02655  6.21414  -1.7117
C  5.26896  4.21275  4.01317  -1.7870
H  -3.06216  3.22141  5.25105  0.4789
H  -1.34177  2.85732  5.37264  0.3316
H  -2.45445  1.62951  4.76618  0.3913
H  -4.15444  3.69412  3.20762  0.4663
H  -3.74618  2.11968  2.51085  0.3871
H  -3.36756  3.60508  1.63236  0.3249
H  -2.31806  5.29515  3.92162  0.4206
H  -1.48410  5.08379  2.37126  0.3447
H  -0.62642  4.77040  3.88298  0.3367
H  -2.06949  2.09846  0.75457  -0.0835
H  -0.28111  0.84494  -0.30993  -0.0728
H  0.44837  2.46592  4.22110  0.5717
H  2.91624  3.09609  3.71526  0.4580
H  5.98169  0.14728  4.33117  0.3303
H  4.45259  -1.49749  3.37117  0.4488
H  7.24798  1.63932  5.17349  0.3824
H  7.60404  3.33370  4.85642  0.4593
H  7.20459  2.24612  3.51493  0.3085
H  5.35525  2.08727  6.74322  0.3772
H  4.14241  3.31466  6.36319  0.3394
H  5.82291  3.79533  6.65929  0.4327
H  5.36769  4.10646  2.93147  0.3698
H  6.00860  4.93967  4.35623  0.4566
H  4.28201  4.62468  4.22670  0.3761
O  -0.41645  -2.91132  -3.19600  -0.5472
H  0.50997  -2.78310  -2.94589  0.3247
H  -0.76759  -2.00089  -3.21973  0.0630
N  5.05962  -3.07085  1.35884  -0.4534
C  5.28389  -3.97668  2.06244  0.2567
N  5.57509  -5.04983  2.73714  -0.7594
C  5.61985  -5.00641  4.05195  0.5664
N  5.69885  -5.06586  5.21069  -0.6358
N  4.42187  -2.32873  -3.69364  -0.2763
C  3.19353  -1.87828  -3.35920  0.1932
O  2.45164  -2.50841  -2.60791  -0.7684
C  2.74600  -0.54927  -3.91780  0.0761
I  2.78415  -0.48096  -6.05321  -0.0078
H  4.69501  -3.14641  -3.16733  0.3112
H  5.17323  -1.63745  -3.77143  0.2823
H  3.41568  0.23128  -3.56530  0.2995
H  1.71756  -0.34493  -3.62993  -0.2817
C  -5.44064  3.44931  -6.04487  -1.4928
C  -4.40374  2.70342  -5.24570  0.6926
C  -4.13273  1.36343  -5.48765  -1.1859
C  -3.15553  0.66604  -4.78434  1.2208
C  -2.90667  -0.77777  -5.11561  -1.3959
C  -2.40260  1.31739  -3.78646  0.0207
Se  -1.07129  0.37496  -2.80549  -0.0619
C  -2.67881  2.67449  -3.52943  1.0910
C  -1.91541  3.43359  -2.48122  -1.2165
C  -3.66240  3.33673  -4.25756  -1.1090
H  -6.20243  2.77014  -6.43249  0.3617
H  -4.99504  3.96359  -6.90184  0.2768
H  -5.94190  4.20551  -5.43687  0.3561
H  -4.70056  0.83737  -6.25135  0.2355
H  -3.61280  -1.12941  -5.87138  0.3303
H  -2.98929  -1.40603  -4.22524  -0.0053
H  -1.88763  -0.92182  -5.48200  0.3475
H  -1.76901  2.82120  -1.59125  -0.1245
H  -2.43512  4.35713  -2.21429  0.3762
H  -0.91247  3.68610  -2.83616  0.2938
H  -3.85744  4.38383  -4.03713  0.2849
C  -2.05857  -7.13446  -1.32337  -1.1918
C  -3.04102  -6.49050  -2.30446  -0.5736
C  -2.98909  -4.96383  -2.38790  -0.5448
C  -3.61839  -4.20052  -1.22718  0.9575
N  -2.86797  -4.29904  0.02233  0.0497
C  -2.09618  -3.31150  0.54029  -0.1189
S  -0.74899  -3.66081  1.46089  -0.3978
N  -2.51037  -2.03227  0.28882  0.4923
C  -3.87459  -1.61286  0.61621  -0.8124
C  -4.26065  -0.33148  -0.10692  0.4790
C  -4.49288  -0.49833  -1.60413  0.8728
C  -5.80914  -1.19085  -1.93791  -1.7016
H  -1.91029  -8.19053  -1.55686  0.3697
H  -2.40770  -7.09582  -0.28919  0.3285
H  -1.08576  -6.64154  -1.36318  0.3058
H  -4.06277  -6.81238  -2.06749  0.2592
H  -2.82853  -6.87908  -3.30383  0.3762
H  -3.52770  -4.65322  -3.28921  0.3417
H  -1.96289  -4.61229  -2.52143  0.0853
H  -4.64679  -4.54565  -1.06048  0.1586
H  -3.66063  -3.14729  -1.49482  -0.8358
H  -2.50171  -5.20726  0.25416  0.1512
H  -1.80878  -1.36417  0.57775  -0.2992
H  -3.95302  -1.46421  1.70182  0.3696
H  -4.56110  -2.42046  0.36298  0.3670
H  -3.47348  0.40970  0.05649  -0.8704
H  -5.16872  0.06104  0.36705  0.6019
H  -3.64332  -1.03552  -2.03304  -0.6189
H  -4.46605  0.48124  -2.08235  0.4078
H  -5.88638  -2.17554  -1.46887  0.3030
H  -5.91082  -1.33320  -3.01520  0.3515
H  -6.66246  -0.59662  -1.59770  0.4305
Cl  6.28262  0.95054  0.74613  -0.1504
C  6.81524  -0.31202  -0.42071  -0.4635
C  5.97905  -0.33362  -1.71506  0.5556
O  6.59393  -0.72285  -2.72879  -0.8360
O  4.76651  -0.03928  -1.61516  -0.7211
H  6.70662  -1.26570  0.09713  0.0988
H  7.85886  -0.12704  -0.65017  0.3744

=====

Entry 4:
ORCA calculation (the ωB97M-V functional and the def2-TZVPD basis) on 2 unconnected molecules or ions with the total composition C5H10N3O3 in a non-equilibrium geometry.

The HOMO-LUMO gap is 8.05 eV. The largest force on an atom is 6.27 eV/Å. The value obtained for the LUMO energy is 3.7 eV. The HOMO energy comes out at -0.1616 Eh. Its total charge is -1.

Each line ends with the Mulliken charge.
Cartesian coordinates (Å):
C  1.68969  0.80566  0.21368  0.6376
C  -2.78703  0.75968  0.02343  0.6598
C  2.76562  1.90807  -0.04319  -1.3470
C  -0.37965  -1.91617  0.99520  -0.7971
C  -0.99555  -1.36806  -1.25943  -0.7923
N  0.46210  1.22864  0.28772  -0.5148
N  -1.60224  0.06479  0.63934  -0.5566
N  -1.14749  -1.02574  0.19725  0.7488
O  -2.61334  1.65950  -0.74622  -0.6288
O  2.14351  -0.37517  0.27331  -0.7859
O  -3.72420  0.17401  0.56096  -0.6590
H  2.69781  2.88252  0.56605  0.2733
H  3.67298  1.53832  0.19949  0.4686
H  2.88936  2.03026  -1.03199  0.3347
H  0.56826  -1.32428  0.96002  0.3374
H  -0.73265  -1.90652  2.08218  0.2545
H  -0.18517  -2.85230  0.66695  0.3601
H  -0.71817  -2.47570  -1.16783  0.2278
H  -1.87612  -1.07828  -1.73438  0.3743
H  -0.22336  -0.86050  -1.77589  0.2488
H  0.09563  2.13128  0.09333  0.1559